(1)
The following is a quantum chemistry calculation of a structure of composition C35H52BrIrN3OP2 at a distorted geometry, from the OMol25 dataset.

XYZ file:
```
95
C35H52BrIrN3OP2 (the ωB97M-V functional and the def2-TZVPD basis)
C 1.974 -7.156 0.193
C 2.417 -5.777 0.195
C 3.812 -5.652 0.480
C 4.629 -6.762 0.740
N 4.171 -8.012 0.721
C 2.870 -8.205 0.469
C 1.610 -4.574 -0.076
C 1.238 -3.287 -0.098
C 1.141 -2.222 0.986
C 1.776 -1.045 0.499
C 1.517 0.197 1.232
C 0.913 0.133 2.469
C 0.642 -1.137 3.057
C 0.557 -2.295 2.273
Ir 0.274 -1.711 -0.752
P 0.249 0.153 -2.421
H 4.281 -4.678 0.488
H 0.952 -7.449 -0.022
H 5.695 -6.639 0.971
H 2.559 -9.260 0.495
H 0.000 -3.201 2.577
H 2.814 -1.115 0.173
H 0.395 -1.163 4.109
H 1.787 1.131 0.722
C -0.748 1.657 -1.845
C -0.360 3.069 -2.316
H -0.745 1.608 -0.742
H -1.790 1.451 -2.147
H -1.196 3.747 -2.095
H 0.510 3.440 -1.756
H -0.157 3.140 -3.396
C 1.845 0.857 -3.001
C 2.634 -0.069 -3.931
H 2.427 1.122 -2.106
H 1.636 1.825 -3.480
H 3.700 0.048 -3.721
H 2.383 -1.124 -3.777
H 2.499 0.167 -4.995
C -0.584 -0.098 -4.071
C -0.318 0.966 -5.137
H -1.663 -0.152 -3.875
H -0.276 -1.095 -4.416
H -0.677 0.599 -6.105
H -0.850 1.901 -4.931
H 0.740 1.205 -5.267
Br -0.082 1.604 2.975
P 3.959 2.330 1.944
C 3.715 2.599 0.162
C 4.146 4.046 -0.190
H 2.691 2.415 -0.185
H 4.391 1.900 -0.378
H 4.014 4.242 -1.259
H 3.553 4.777 0.365
H 5.202 4.199 0.062
C 2.955 2.972 3.325
C 3.692 3.454 4.594
H 2.260 2.165 3.573
H 2.316 3.784 2.946
H 2.988 3.874 5.326
H 4.233 2.654 5.104
H 4.413 4.244 4.371
C 4.290 0.594 2.216
C 5.810 0.492 2.374
H 3.949 -0.025 1.387
H 3.757 0.273 3.117
H 6.110 -0.530 2.610
H 6.315 0.787 1.447
H 6.157 1.150 3.178
C -6.853 2.436 2.475
C -6.534 2.405 0.997
N -5.933 1.138 0.484
C -6.782 -0.052 0.708
C -8.212 0.154 0.207
C -4.525 1.027 0.498
O -3.837 1.891 1.041
C -3.826 -0.052 -0.322
C -4.473 -0.516 -1.467
C -3.769 -1.378 -2.296
C -2.464 -1.775 -1.966
N -1.787 -1.261 -0.927
C -2.495 -0.464 -0.070
H -7.385 1.531 2.775
H -7.499 3.293 2.677
H -5.947 2.545 3.079
H -7.467 2.510 0.436
H -5.856 3.208 0.710
H -6.336 -0.916 0.199
H -6.805 -0.291 1.790
H -8.218 0.552 -0.816
H -8.739 -0.808 0.182
H -8.803 0.819 0.850
H -5.503 -0.212 -1.676
H -4.199 -1.749 -3.229
H -1.894 -2.451 -2.600
H -1.978 -0.121 0.824
```

Calculated values
**Strongest force on any atom**: 4.563 eV Å⁻¹
**Electronic energy**: -135067.891 eV
**Multiplicity**: 6
**Orbital gap (spin up / spin down)**: 6.1 / 4.1 eV
**Total charge**: +4

(2)
The following is a quantum chemistry calculation of a cluster of 2 separate species, C2H8N3 in total at a distorted geometry, from the OMol25 dataset.

XYZ file:
```
13
C2H8N3 (the ωB97M-V functional and the def2-TZVPD basis)
C 0.090 -1.001 1.435
C 1.536 1.192 -0.904
N -1.482 0.594 -1.365
N -0.926 -0.591 0.507
N -0.718 0.111 -0.557
H 1.000 -1.282 0.913
H 0.442 -0.171 2.051
H -0.311 -1.874 1.863
H 1.044 2.104 -1.192
H 1.545 0.563 -1.819
H 2.061 1.127 0.032
H -2.465 0.368 -1.333
H -1.818 -1.140 0.369
```

Calculated values
**Strongest force on any atom**: 4.258 eV Å⁻¹
**Electronic energy**: -6661.646 eV
**Orbital gap (spin up / spin down)**: 7.6 / 7.6 eV
**Total charge**: +1

(3)
The following is a quantum chemistry calculation of an isolated molecule of C4H13N3 at a distorted geometry, from the OMol25 dataset.

XYZ file:
```
20
C4H13N3 (the ωB97M-V functional and the def2-TZVPD basis)
N -0.563 1.612 -2.291
C 0.763 1.120 -2.048
C 0.721 -0.178 -1.176
N 0.356 0.096 0.227
C 0.413 -1.057 1.116
C -0.412 -0.747 2.361
N -1.845 -0.737 2.109
H -0.638 2.064 -3.198
H -0.864 2.240 -1.550
H 1.318 0.706 -2.892
H 1.455 1.820 -1.550
H 1.596 -0.831 -1.252
H -0.167 -0.676 -1.583
H 1.110 0.692 0.554
H 1.427 -1.413 1.371
H 0.014 -1.947 0.609
H -0.138 0.273 2.652
H -0.232 -1.393 3.221
H -2.153 -0.002 1.500
H -2.162 -1.643 1.821
```

Calculated values
**Strongest force on any atom**: 2.803 eV Å⁻¹
**Electronic energy**: -8828.398 eV
**Orbital gap**: 9.8 eV
**SMILES string**: NCCNCCN

(4)
The following is a quantum chemistry calculation of a cluster of 6 separate species, C10H30NO13 in total at a distorted geometry, from the OMol25 dataset.

XYZ file:
```
54
C10H30NO13 (the ωB97M-V functional and the def2-TZVPD basis)
N 0.016 -0.019 1.037
O -0.849 0.223 0.128
O 0.996 -0.764 0.724
O -0.107 0.489 2.145
C 2.444 -2.645 2.741
C 3.250 -3.457 1.741
O 3.560 -2.745 0.566
O 1.051 -2.815 2.600
H 2.735 -1.591 2.692
H 2.707 -2.958 3.761
H 2.761 -4.396 1.467
H 4.214 -3.695 2.204
H 2.798 -2.459 0.042
H 0.737 -2.174 1.946
C 4.400 3.211 0.435
C 3.360 2.257 -0.058
O 2.738 1.639 1.056
O 3.744 4.298 1.130
H 4.981 3.652 -0.384
H 5.075 2.715 1.141
H 3.851 1.467 -0.651
H 2.653 2.748 -0.740
H 2.154 0.932 0.743
H 4.401 4.956 1.367
C -3.792 2.054 1.956
C -4.265 0.608 1.880
O -3.945 -0.030 0.667
O -2.397 2.127 2.124
H -4.223 2.476 2.869
H -4.117 2.627 1.084
H -5.366 0.626 1.927
H -3.920 0.018 2.732
H -3.053 0.225 0.387
H -1.898 1.836 1.351
C -2.979 1.822 -2.661
C -3.760 0.540 -2.640
O -2.859 -0.438 -2.128
O -2.521 2.076 -1.360
H -3.558 2.686 -2.973
H -2.125 1.683 -3.335
H -4.082 0.258 -3.653
H -4.614 0.639 -1.961
H -3.300 -1.286 -2.038
H -1.851 1.410 -1.156
C -0.125 -2.051 -2.579
C 1.243 -2.610 -2.233
O 2.031 -1.590 -1.607
O -0.962 -2.088 -1.459
H -0.563 -2.622 -3.418
H 0.020 -1.073 -3.052
H 1.830 -3.001 -3.061
H 1.087 -3.397 -1.485
H 1.496 -1.218 -0.871
H -1.105 -1.176 -1.135
```

Calculated values
**Strongest force on any atom**: 1.538 eV Å⁻¹
**Electronic energy**: -38961.077 eV
**Orbital gap**: 9.5 eV
**Total charge**: -1

(5)
The following is a quantum chemistry calculation of a structure of composition C25H39N4ORhS2, from the OMol25 dataset.

XYZ file:
```
72
C25H39N4ORhS2 (the ωB97M-V functional and the def2-TZVPD basis)
Rh 0.786 -0.794 -1.061
C 0.932 -1.908 1.678
N 0.713 -0.694 0.886
C 0.668 0.501 1.400
C 0.585 1.559 0.478
C 0.510 2.956 0.475
C 0.520 3.347 -0.861
C 0.604 2.191 -1.645
N 0.652 1.124 -0.837
C 2.308 -1.969 2.294
C 3.427 -1.527 1.597
C 4.685 -1.613 2.170
C 4.835 -2.150 3.443
C 3.721 -2.592 4.140
C 2.460 -2.497 3.569
H 0.759 -2.757 1.006
H 0.167 -1.964 2.455
H 0.723 0.625 2.477
H 0.488 3.596 1.340
H 0.489 4.354 -1.241
H 0.631 2.096 -2.718
H 3.317 -1.108 0.603
H 5.553 -1.256 1.632
H 5.816 -2.216 3.891
H 3.830 -3.004 5.133
H 1.594 -2.838 4.123
O 2.493 -1.742 -1.857
S 3.627 -1.881 -2.899
C 4.587 -0.354 -2.770
C 5.548 -0.546 -1.604
C 6.094 -1.957 -1.780
C 4.887 -2.863 -2.023
H 3.876 0.467 -2.686
H 5.115 -0.263 -3.722
H 5.008 -0.454 -0.660
H 6.330 0.212 -1.615
H 6.660 -2.305 -0.917
H 6.762 -1.990 -2.643
H 4.382 -3.149 -1.099
H 5.097 -3.755 -2.607
C -4.001 4.405 -2.005
C -4.547 3.005 -2.262
C -3.558 2.076 -2.965
C -2.228 1.909 -2.240
N -2.435 1.458 -0.857
C -2.244 0.259 -0.341
S -1.419 -0.995 -1.298
N -2.694 -0.008 0.872
C -2.795 -1.316 1.527
C -4.209 -1.882 1.472
C -5.235 -1.198 2.372
C -5.625 0.224 1.979
H -4.770 5.054 -1.590
H -3.647 4.862 -2.930
H -3.166 4.410 -1.300
H -5.444 3.071 -2.879
H -4.889 2.554 -1.322
H -3.326 2.475 -3.956
H -4.008 1.093 -3.121
H -1.680 2.849 -2.185
H -1.598 1.178 -2.739
H -2.964 2.111 -0.289
H -3.270 0.711 1.298
H -2.467 -1.184 2.562
H -2.095 -1.981 1.027
H -4.138 -2.933 1.759
H -4.547 -1.873 0.431
H -4.876 -1.208 3.405
H -6.134 -1.816 2.368
H -4.873 0.970 2.261
H -6.533 0.529 2.496
H -5.819 0.308 0.907
```

Calculated values
**Strongest force on any atom**: 0.417 eV Å⁻¹
**Electronic energy**: -59229.788 eV
**Orbital gap**: 6.5 eV
**Total charge**: +2

(6)
The following is a quantum chemistry calculation of a structure of composition C20H32BrN2O2W, from the OMol25 dataset.

XYZ file:
```
58
C20H32BrN2O2W (the ωB97M-V functional and the def2-TZVPD basis)
W 0.149 0.403 -2.337
C -1.742 -0.982 4.209
C -1.824 -1.878 2.973
C -3.228 -2.504 2.903
C -0.765 -2.987 3.092
C -1.591 -1.105 1.682
C -1.654 -1.804 0.457
C -1.568 -1.088 -0.701
Br -1.308 -1.820 -2.462
C -1.386 0.312 -0.660
O -1.514 0.993 -1.908
C -1.105 1.013 0.512
C -1.264 0.253 1.676
C -0.628 2.459 0.532
C -1.826 3.382 0.838
C 0.450 2.626 1.614
C -0.017 2.913 -0.806
H -1.951 -1.579 5.095
H -2.483 -0.181 4.183
H -0.748 -0.550 4.346
H -3.416 -3.060 3.821
H -3.332 -3.204 2.073
H -3.998 -1.737 2.812
H -0.927 -3.543 4.015
H 0.243 -2.566 3.136
H -0.816 -3.707 2.274
H -1.770 -2.880 0.444
H -1.125 0.738 2.629
H -2.241 3.151 1.818
H -2.616 3.275 0.094
H -1.498 4.422 0.850
H 0.068 2.422 2.611
H 0.800 3.658 1.618
H 1.307 1.973 1.433
H -0.734 3.198 -1.569
H 0.704 2.104 -1.236
H 0.704 3.720 -0.671
C 4.971 -1.559 -1.065
N 3.652 -1.495 -0.368
C 3.575 -2.076 1.002
C 2.644 -0.990 -0.925
N 1.705 -0.518 -1.471
H 5.693 -1.016 -0.458
H 4.888 -1.111 -2.050
H 5.251 -2.607 -1.149
H 4.275 -1.534 1.634
H 3.856 -3.125 0.934
H 2.562 -1.980 1.383
C -1.595 1.851 -5.053
O -0.189 1.485 -5.235
C 0.482 0.953 -4.300
C 1.890 0.586 -4.706
H -2.023 1.852 -6.049
H -1.627 2.850 -4.624
H -2.077 1.110 -4.417
H 2.174 1.185 -5.574
H 1.928 -0.469 -4.990
H 2.617 0.767 -3.909
```

Calculated values
**Strongest force on any atom**: 0.537 eV Å⁻¹
**Electronic energy**: -100171.502 eV
**Orbital gap**: 6.8 eV
**Total charge**: +3

How do the records compare in relative energy (zero: lowest compared OMol25 entry of this formula, charge and spin)? In the order shown, they have 100.1, 161.0, 23.4, 8.7, 14.7, 5.8 kcal per mole.